Formula: C20H45N2OP3PmS
Source: the Open Molecules 2025 dataset
Level of theory: ωB97M-V/def2-TZVPD

## Properties
Orbital gap (spin up / spin down), eV: 3.57 / 3.81
Highest occupied orbital energy (spin up / spin down), eV: -15.692 / -15.768
Energy, Ha: -3003.37560
Energy relative to the best compared isomer or geometry (same formula, charge and spin), eV: 3.5437

```
! wB97M-V def2-TZVPD RIJCOSX def2/J DEFGRID3
* xyz 3 5
Pm -0.231 -0.348 -1.043
P 0.358 -2.802 -2.370
P 2.397 -0.272 -0.014
P -3.108 0.226 -1.596
H 2.094 4.610 -1.084
C 1.036 4.488 -0.838
C 0.571 4.369 0.418
H 1.247 4.431 1.246
C 1.212 -2.819 -3.978
C 1.463 -3.877 -1.349
C -1.069 -3.930 -2.611
C 2.739 1.321 0.830
C 2.760 -1.431 1.354
C 3.951 -0.429 -0.985
C -3.772 1.830 -1.044
C -4.257 -0.928 -0.793
C -3.544 0.210 -3.336
H 0.356 4.423 -1.688
H -0.447 4.114 0.613
H 1.203 -3.862 -4.320
H 2.249 -2.473 -3.842
H 0.683 -2.207 -4.718
H 1.585 -4.824 -1.904
H 0.992 -4.105 -0.380
H 2.462 -3.430 -1.208
H -0.680 -4.807 -3.128
H -1.842 -3.442 -3.218
H -1.466 -4.230 -1.633
H 3.792 1.403 1.128
H 2.109 1.439 1.717
H 2.495 2.152 0.159
H 3.656 -1.153 1.892
H 2.877 -2.434 0.968
H 1.926 -1.442 2.041
H 4.848 -0.445 -0.343
H 4.035 0.409 -1.690
H 3.917 -1.354 -1.576
H -4.699 2.038 -1.584
H -3.055 2.633 -1.237
H -3.955 1.818 0.035
H -5.265 -0.716 -1.150
H -4.195 -0.798 0.293
H -3.986 -1.962 -1.023
H -4.561 0.546 -3.468
H -3.438 -0.792 -3.724
H -2.899 0.826 -3.940
C -0.215 1.020 -4.123
C 0.480 0.257 -5.086
C 0.272 0.515 -6.443
C -0.486 1.598 -6.822
C -1.055 2.497 -5.896
C -0.781 2.281 -4.523
O -0.463 0.721 -2.833
H -0.718 -1.761 -2.245
H 1.193 -0.509 -4.803
H 0.734 -0.116 -7.197
H -0.763 1.737 -7.852
H -1.624 3.382 -6.185
H -1.208 2.898 -3.725
C 1.171 1.432 4.468
N 0.070 1.478 3.527
C -0.386 0.485 2.767
S -1.246 0.883 1.248
N -0.161 -0.809 3.166
C -0.192 -1.209 4.580
H 1.795 0.619 4.156
H 0.794 1.252 5.473
H 1.763 2.357 4.471
H -0.159 2.390 3.150
H -0.736 -1.396 2.586
H -0.431 -2.260 4.685
H 0.800 -1.084 4.963
H -0.882 -0.681 5.221
*
```

***

Formula: C20H45N7O12S
Source: the Open Molecules 2025 dataset
Level of theory: ωB97M-V/def2-TZVPD

## Properties
SMILES: O=NOCNC(=O)OCCCS(=O)(=O)O.CNC(C)=O.CNC(C)=O.CNC(C)=O.CNC(C)=O.CNC(C)=O
Orbital gap, eV: 8.08
Highest occupied orbital energy, eV: -8.946
Energy, Ha: -2473.19724

```
! wB97M-V def2-TZVPD RIJCOSX def2/J DEFGRID3
* xyz 0 1
O -2.379 -2.442 1.652
N -2.886 -2.664 0.543
O -3.573 -1.545 0.241
C -4.078 -1.597 -1.167
N -4.633 -0.222 -1.582
C -3.729 0.458 -2.586
O -4.204 0.594 -3.853
O -2.360 0.942 -2.356
C -2.168 1.479 -1.001
C -0.540 1.288 -0.671
C -0.099 -0.323 -0.682
S 0.508 -0.923 -2.350
O 1.380 -2.221 -2.136
O 1.397 0.187 -3.029
O -0.780 -1.437 -3.395
H -4.921 -2.436 -1.157
H -3.249 -1.944 -1.932
H -5.540 -0.419 -2.084
H -2.418 2.625 -0.897
H -2.723 0.900 -0.149
H 0.100 1.933 -1.421
H -0.324 1.655 0.442
H 0.800 -0.399 0.099
H -0.972 -1.016 -0.256
H -1.310 -2.158 -2.940
C 2.959 -3.579 2.091
C 1.705 -2.886 2.543
O 1.411 -1.754 2.167
N 0.880 -3.555 3.399
C 1.054 -4.880 3.947
H 3.516 -2.925 1.413
H 3.593 -3.803 2.954
H 2.706 -4.498 1.556
H 0.056 -3.029 3.660
H 0.195 -5.487 3.649
H 1.075 -4.797 5.037
H 1.972 -5.357 3.602
C 1.460 -1.598 8.597
C 1.138 -2.535 7.468
O 0.451 -3.541 7.627
N 1.637 -2.241 6.232
C 2.457 -1.115 5.852
H 0.996 -1.961 9.519
H 2.542 -1.554 8.749
H 1.064 -0.603 8.380
H 1.380 -2.914 5.522
H 1.928 -0.556 5.075
H 3.395 -1.501 5.442
H 2.674 -0.453 6.691
C 1.467 4.462 -4.229
C 0.264 4.269 -3.351
O 0.340 4.276 -2.124
N -0.945 4.080 -3.956
C -1.232 4.039 -5.371
H 2.357 4.600 -3.608
H 1.617 3.579 -4.856
H 1.337 5.352 -4.850
H -1.709 3.957 -3.304
H -1.956 4.828 -5.593
H -1.677 3.067 -5.599
H -0.341 4.182 -5.982
C -6.385 4.234 -7.637
C -5.642 3.362 -6.666
O -4.496 3.614 -6.303
N -6.281 2.257 -6.182
C -7.616 1.799 -6.487
H -5.752 5.074 -7.935
H -6.643 3.660 -8.532
H -7.288 4.631 -7.166
H -5.721 1.718 -5.533
H -8.182 1.757 -5.553
H -7.541 0.793 -6.908
H -8.130 2.451 -7.194
C 6.028 -1.478 3.205
C 6.292 -0.672 4.445
O 5.410 -0.420 5.262
N 7.561 -0.214 4.650
C 8.720 -0.405 3.811
H 4.975 -1.774 3.176
H 6.243 -0.878 2.317
H 6.642 -2.383 3.212
H 7.664 0.321 5.503
H 9.486 -0.915 4.402
H 9.091 0.579 3.514
H 8.499 -0.994 2.920
*
```

***

Formula: C20H45NO4
Source: the Open Molecules 2025 dataset
Level of theory: ωB97M-V/def2-TZVPD

## Properties
SMILES: COCCCCOC(=O)OCCN.CCCCCC.CCCCCC
Orbital gap, eV: 10.21
Highest occupied orbital energy, eV: -9.501
Energy, Ha: -1144.66173
Energy relative to the best compared isomer or geometry (same formula, charge and spin), eV: 2.1552

```
! wB97M-V def2-TZVPD RIJCOSX def2/J DEFGRID3
* xyz 0 1
C -0.130 3.816 -1.469
O -1.259 3.533 -2.322
C -1.792 2.197 -2.081
C -3.164 2.332 -1.257
C -3.228 1.429 0.079
C -2.238 1.902 1.238
O -0.828 1.826 0.911
C -0.369 0.501 0.855
O -0.871 -0.450 1.497
O 0.720 0.267 -0.035
C 1.860 -0.304 0.692
C 2.098 -1.778 0.093
N 3.530 -2.214 0.158
H 0.611 2.949 -1.373
H 0.433 4.699 -1.950
H -0.407 4.147 -0.414
H -1.013 1.515 -1.608
H -2.033 1.738 -3.111
H -3.310 3.454 -1.038
H -4.017 2.019 -1.969
H -3.156 0.303 -0.161
H -4.298 1.570 0.492
H -2.459 3.017 1.430
H -2.525 1.358 2.204
H 2.752 0.394 0.496
H 1.693 -0.342 1.821
H 1.399 -2.558 0.571
H 1.848 -1.691 -1.030
H 3.565 -3.191 -0.187
H 3.901 -2.191 1.116
C 5.579 -0.197 -1.363
C 7.031 0.245 -1.492
C 7.987 -0.576 -0.624
C 7.741 -0.480 0.884
C 7.792 0.934 1.465
C 9.153 1.599 1.308
H 5.206 -0.067 -0.345
H 4.944 0.397 -2.026
H 5.466 -1.248 -1.639
H 7.114 1.309 -1.255
H 7.335 0.140 -2.539
H 9.015 -0.269 -0.846
H 7.920 -1.628 -0.920
H 8.486 -1.101 1.395
H 6.768 -0.923 1.123
H 7.552 0.879 2.532
H 7.021 1.564 1.010
H 9.932 1.009 1.799
H 9.142 2.592 1.764
H 9.424 1.721 0.257
C -9.033 -1.710 -0.893
C -8.233 -0.944 0.153
C -6.763 -0.762 -0.230
C -5.962 -2.058 -0.377
C -5.941 -2.956 0.861
C -5.286 -2.296 2.069
H -8.656 -2.727 -1.024
H -10.080 -1.783 -0.588
H -8.997 -1.201 -1.860
H -8.319 -1.445 1.121
H -8.684 0.046 0.279
H -6.282 -0.120 0.516
H -6.708 -0.212 -1.176
H -4.931 -1.798 -0.645
H -6.353 -2.635 -1.222
H -5.385 -3.867 0.619
H -6.954 -3.275 1.121
H -4.254 -2.013 1.845
H -5.272 -2.988 2.914
H -5.829 -1.401 2.383
*
```

***

Formula: C20H46BiOP4Se
Source: the Open Molecules 2025 dataset
Level of theory: ωB97M-V/def2-TZVPD

## Properties
Orbital gap (spin up / spin down), eV: 4.01 / 4.19
Highest occupied orbital energy (spin up / spin down), eV: -15.171 / -15.172
Energy, Ha: -4845.37145
Energy relative to the best compared isomer or geometry (same formula, charge and spin), eV: 0.8562

```
! wB97M-V def2-TZVPD RIJCOSX def2/J DEFGRID3
* xyz 3 1
Bi 0.326 0.682 -0.467
P 0.556 0.550 -3.205
P 1.760 3.135 -0.352
P -2.052 2.080 -0.594
H -3.552 -6.482 4.237
C -4.440 -6.306 3.620
C -4.672 -7.026 2.512
H -3.984 -7.812 2.184
C 1.935 -0.527 -3.707
C 0.705 2.093 -4.144
C -0.956 -0.316 -3.709
C 1.970 3.738 1.357
C 3.458 2.946 -0.974
C 1.055 4.544 -1.262
C -3.248 0.720 -0.433
C -2.401 3.015 -2.111
C -2.282 3.192 0.827
H -5.157 -5.557 3.972
H -5.576 -6.879 1.912
H 1.929 -1.454 -3.116
H 2.890 -0.013 -3.523
H 1.859 -0.780 -4.778
H 1.667 2.575 -3.906
H -0.109 2.781 -3.867
H 0.657 1.898 -5.226
H -0.999 -1.293 -3.210
H -0.973 -0.473 -4.796
H -1.850 0.254 -3.417
H 2.617 4.629 1.357
H 2.426 2.948 1.973
H 0.987 3.991 1.781
H 3.950 3.929 -1.027
H 3.427 2.491 -1.976
H 4.018 2.275 -0.307
H 1.707 5.421 -1.128
H 0.051 4.773 -0.876
H 0.988 4.297 -2.332
H -4.266 1.079 -0.642
H -3.209 0.289 0.577
H -3.005 -0.081 -1.148
H -3.387 3.502 -2.049
H -2.386 2.345 -2.983
H -1.632 3.789 -2.256
H -3.198 3.791 0.700
H -1.422 3.875 0.920
H -2.344 2.608 1.757
C -1.151 -0.756 2.776
C -1.313 -1.838 1.885
C -2.117 -2.917 2.200
C -2.755 -2.976 3.447
C -2.604 -1.907 4.356
C -1.835 -0.802 4.015
Se -0.041 0.717 2.403
H -0.122 -1.062 -0.772
H -0.793 -1.808 0.924
H -2.247 -3.727 1.471
H -3.356 -3.842 3.704
H -3.099 -1.948 5.327
H -1.733 0.052 4.690
C 5.111 -1.109 0.005
P 3.343 -1.244 0.292
C 2.985 -1.184 2.055
C 2.631 -2.783 -0.314
O 2.669 -0.066 -0.434
H 5.316 -1.148 -1.077
H 5.639 -1.928 0.517
H 5.463 -0.138 0.394
H 3.594 -1.946 2.564
H 3.219 -0.187 2.459
H 1.914 -1.372 2.251
H 1.546 -2.805 -0.118
H 2.795 -2.884 -1.397
H 3.102 -3.627 0.210
*
```

***

Formula: C20H46O12P2S
Source: the Open Molecules 2025 dataset
Level of theory: ωB97M-V/def2-TZVPD

## Properties
SMILES: O=S1(=O)OCCC[C@@H]1CCCCO.CCOP(=O)(OCC)OCC.CCOP(=O)(OCC)OCC
Orbital gap, eV: 10.22
Highest occupied orbital energy, eV: -9.953
Energy, Ha: -2773.51815

```
! wB97M-V def2-TZVPD RIJCOSX def2/J DEFGRID3
* xyz 0 1
O -2.402 0.592 0.395
S -1.620 -0.607 0.320
O -1.780 -1.450 1.468
O -0.094 -0.202 0.165
C 0.166 0.684 -0.955
C -0.771 0.520 -2.146
C -1.296 -0.905 -2.367
C -1.951 -1.579 -1.127
C -3.423 -1.999 -1.307
C -4.542 -0.976 -1.080
C -4.583 0.190 -2.070
C -5.317 1.453 -1.560
O -5.172 1.721 -0.179
H 0.055 1.704 -0.581
H 1.210 0.575 -1.240
H -1.600 1.225 -2.079
H -0.229 0.800 -3.053
H -1.970 -0.877 -3.223
H -0.445 -1.511 -2.689
H -1.384 -2.499 -0.977
H -3.500 -2.332 -2.349
H -3.598 -2.894 -0.708
H -5.479 -1.531 -1.204
H -4.552 -0.648 -0.041
H -3.606 0.480 -2.453
H -5.161 -0.151 -2.936
H -4.872 2.307 -2.077
H -6.369 1.450 -1.866
H -5.884 1.276 0.289
O -1.088 2.523 7.579
P -0.992 3.087 6.217
O -0.625 4.648 6.383
C 0.653 5.016 6.908
C 1.772 4.825 5.899
O -2.545 3.194 5.746
C -3.577 2.479 6.421
C -4.281 3.360 7.432
O -0.465 2.973 4.698
C -0.243 1.658 4.123
C -1.529 0.922 3.815
H 0.853 4.450 7.822
H 0.577 6.069 7.178
H 1.932 3.767 5.683
H 2.705 5.237 6.285
H 1.527 5.316 4.957
H -3.182 1.580 6.895
H -4.285 2.153 5.656
H -3.567 3.843 8.098
H -4.983 2.777 8.031
H -4.833 4.152 6.923
H 0.389 1.070 4.793
H 0.319 1.825 3.205
H -2.020 0.587 4.732
H -1.327 0.043 3.208
H -2.229 1.566 3.284
O 2.860 -1.718 -4.261
P 4.027 -2.563 -4.598
O 3.797 -3.108 -6.093
C 3.823 -2.189 -7.191
C 5.230 -1.737 -7.536
O 3.763 -3.919 -3.737
C 2.826 -3.934 -2.663
C 1.488 -4.480 -3.116
O 5.625 -2.796 -4.598
C 6.437 -2.160 -3.582
C 6.265 -2.798 -2.217
H 3.182 -1.331 -6.969
H 3.388 -2.719 -8.037
H 5.654 -1.122 -6.741
H 5.225 -1.147 -8.453
H 5.888 -2.596 -7.668
H 2.715 -2.938 -2.231
H 3.243 -4.575 -1.883
H 1.130 -3.970 -4.011
H 0.743 -4.367 -2.326
H 1.572 -5.538 -3.365
H 6.209 -1.092 -3.543
H 7.468 -2.262 -3.915
H 5.293 -2.555 -1.785
H 7.033 -2.435 -1.533
H 6.331 -3.882 -2.288
*
```

***

Formula: C20H46O13P2S2
Source: the Open Molecules 2025 dataset
Level of theory: ωB97M-V/def2-TZVPD

## Properties
Orbital gap, eV: 6.11
Highest occupied orbital energy, eV: -9.581
Energy, Ha: -3246.29740

```
! wB97M-V def2-TZVPD RIJCOSX def2/J DEFGRID3
* xyz 0 1
C 7.667 -0.354 0.249
C 8.689 0.494 -0.716
C 8.211 0.618 -2.281
C 6.609 0.976 -2.473
C 6.114 2.285 -1.590
C 4.747 1.935 -0.717
C 3.355 2.460 -1.473
C 2.393 1.135 -1.707
C 1.224 1.543 -2.770
C -0.316 1.287 -2.283
C -0.864 -0.206 -2.801
S 0.359 -1.595 -2.514
O 1.567 -1.576 -3.524
O 0.892 -1.702 -1.066
C -0.609 1.538 -0.692
C -2.181 1.436 -0.242
O -3.118 2.252 -1.024
S -2.527 3.818 -1.337
O -1.907 4.403 -0.008
O -1.287 3.701 -2.498
C -1.241 2.382 -3.147
H 8.277 -0.646 1.220
H 7.261 -1.333 -0.258
H 6.772 0.322 0.594
H 9.768 -0.007 -0.674
H 8.779 1.600 -0.298
H 8.385 -0.428 -2.822
H 8.836 1.428 -2.853
H 5.951 0.011 -2.237
H 6.422 1.229 -3.617
H 6.939 2.683 -0.849
H 5.902 3.180 -2.348
H 4.853 2.380 0.368
H 4.658 0.758 -0.602
H 2.887 3.278 -0.779
H 3.699 2.883 -2.513
H 3.090 0.337 -2.258
H 2.035 0.618 -0.722
H 1.329 2.714 -2.965
H 1.375 1.019 -3.829
H -1.889 -0.498 -2.318
H -1.042 -0.071 -3.973
H -0.340 -2.812 -2.780
H -0.037 0.700 -0.063
H -0.093 2.557 -0.379
H -2.520 0.298 -0.364
H -2.268 1.646 0.929
H -2.278 1.947 -3.472
H -0.628 2.539 -4.160
C -2.449 2.515 3.786
O -2.764 1.183 4.155
P -4.187 1.027 5.126
O -3.406 1.648 6.294
O -4.021 -0.611 5.151
C -2.744 -1.198 5.329
O -5.610 0.871 6.098
C -5.500 0.827 7.511
H -1.814 2.492 2.899
H -3.364 3.073 3.553
H -1.911 3.009 4.597
H -2.104 -0.590 5.971
H -2.270 -1.338 4.352
H -2.875 -2.178 5.791
H -5.306 1.832 7.901
H -4.721 0.129 7.823
H -6.458 0.486 7.917
C -2.414 -6.003 -0.530
O -3.486 -5.467 -1.287
P -3.625 -3.745 -1.210
O -4.120 -3.891 0.236
O -4.906 -3.776 -2.246
C -5.911 -4.764 -2.109
O -3.764 -2.022 -1.134
C -4.638 -1.423 -0.191
H -2.164 -6.988 -0.929
H -1.533 -5.356 -0.606
H -2.710 -6.106 0.515
H -6.066 -5.045 -1.066
H -5.636 -5.645 -2.697
H -6.846 -4.364 -2.507
H -4.192 -1.464 0.809
H -5.617 -1.906 -0.202
H -4.764 -0.370 -0.463
*
```